Version w
15
Properties=species:S:1:pos:R:3:lowdin_charge:R:1 method="wB97M-V/def2-TZVPD" charge=0 lumo_energy_ev=0.9 smiles="[H]/N=C(/C)NNC"
H 0.023 1.719 -0.419 0.01
N 0.914 1.394 -0.169 0.14
C 0.872 0.129 -0.139 -0.57
C 2.073 -0.502 0.360 -0.10
N -0.135 -0.819 -0.520 -0.01
N -1.415 -0.121 -0.621 -0.15
C -2.015 0.112 0.738 -0.13
H 2.135 -0.770 1.513 0.12
H 2.941 0.255 0.135 0.11
H 2.322 -1.415 -0.173 0.06
H -0.134 -1.468 0.346 0.14
H -2.059 -0.580 -1.259 0.10
H -3.006 0.472 0.453 0.06
H -1.390 0.971 1.267 0.10
H -1.956 -0.792 1.545 0.11

=====

Version x
15
Properties=species:S:1:pos:R:3:lowdin_charge:R:1 method="wB97M-V/def2-TZVPD" charge=0 lumo_energy_ev=0.9 smiles="NCC=C(N)N"
N -2.500 0.060 0.193 -0.01
C -1.323 -0.401 -0.504 -0.35
C -0.204 0.561 -0.393 -0.13
C 1.046 0.115 -0.105 -0.45
N 2.164 0.848 -0.517 0.08
N 1.377 -0.878 0.824 0.09
H -3.270 -0.596 0.140 0.06
H -2.309 0.274 1.165 0.06
H -0.770 -1.381 -0.142 0.12
H -1.597 -0.612 -1.542 0.10
H -0.367 1.550 -0.794 0.09
H 2.895 0.964 0.170 0.08
H 1.944 1.720 -0.972 0.08
H 0.592 -1.288 1.304 0.08
H 2.321 -0.934 1.175 0.09

=====

Relative energies, unit kcal/mol: version w 28.8; version x 0.0

=====

Version w
15
Properties=species:S:1:pos:R:3:lowdin_charge:R:1 method="wB97M-V/def2-TZVPD" charge=0 lumo_energy_ev=1.1
C 2.160 -1.403 -0.837 -0.14
N 1.103 -0.406 -0.559 -0.07
C -0.290 -0.729 -0.774 -0.18
N -1.268 0.067 -0.453 -0.05
N -0.981 1.111 0.381 -0.21
C -1.861 1.336 1.506 -0.14
H 2.828 -1.457 -1.781 0.09
H 1.835 -2.412 -0.786 0.05
H 2.937 -1.276 -0.062 0.07
H 1.309 0.637 -0.651 0.14
H -0.534 -1.680 -1.219 0.10
H -0.940 2.016 -0.165 0.13
H -2.925 1.521 1.239 0.07
H -1.837 0.461 2.157 0.07
H -1.537 2.215 2.004 0.06

=====

Version x
15
Properties=species:S:1:pos:R:3:lowdin_charge:R:1 method="wB97M-V/def2-TZVPD" charge=0 lumo_energy_ev=0.9 smiles="[H]/N=C/N(C)NC"
H 1.427 1.078 -2.710 0.05
N 1.583 0.729 -1.746 0.08
C 0.480 0.479 -1.174 -0.31
N 0.346 -0.042 0.096 -0.23
C 1.522 0.041 0.967 -0.06
N -0.888 0.165 0.739 -0.11
C -1.861 -0.880 0.403 -0.11
H -0.530 0.587 -1.644 0.13
H 1.754 1.078 1.241 0.08
H 1.322 -0.561 1.831 0.07
H 2.416 -0.347 0.447 0.08
H -1.237 1.104 0.540 0.11
H -2.011 -0.963 -0.700 0.07
H -1.509 -1.834 0.804 0.08
H -2.815 -0.634 0.905 0.08

=====

Relative energies, unit kcal/mol: version w 22.4; version x 0.0

=====

Version w
15
Properties=species:S:1:pos:R:3:lowdin_charge:R:1 method="wB97M-V/def2-TZVPD" charge=0 lumo_energy_ev="0.5 / 0.5"
C 2.338 0.204 0.037 -0.12
C 0.952 0.105 -0.582 -0.26
C -0.045 -0.566 0.377 -0.31
N -3.571 0.507 -0.006 0.05
N -2.275 0.085 0.124 -0.16
N -1.284 -0.800 -0.272 0.01
H 3.027 0.681 -0.658 0.07
H 2.722 -0.786 0.277 0.07
H 2.312 0.793 0.953 0.07
H 0.582 1.101 -0.836 0.10
H 0.992 -0.481 -1.502 0.11
H -0.138 0.045 1.292 0.11
H 0.342 -1.552 0.653 0.12
H -4.061 -0.050 -0.708 0.02
H -1.894 0.716 0.851 0.12

=====

Version x
15
Properties=species:S:1:pos:R:3:lowdin_charge:R:1 method="wB97M-V/def2-TZVPD" charge=0 lumo_energy_ev=1.1
C -1.505 -1.886 0.069 -0.04
N -1.372 0.371 0.595 -0.11
N -1.398 -0.615 -0.230 -0.16
N -1.330 1.609 -0.082 -0.03
C 1.930 -0.124 -0.443 -0.09
C 1.999 0.681 0.600 -0.08
H -1.277 -0.384 -1.226 0.16
H -0.455 1.719 -0.601 0.05
H -1.360 2.317 0.630 0.06
H 2.496 0.063 -1.354 0.05
H -1.449 -2.613 -0.711 0.04
H -1.671 -2.178 1.101 0.06
H 1.344 -1.028 -0.433 0.03
H 1.453 0.490 1.497 0.04
H 2.596 1.579 0.588 0.05

=====

Relative energies, unit kcal/mol: version w 0.0; version x 16.2

=====

Version w
72
Properties=species:S:1:pos:R:3:lowdin_charge:R:1 method="wB97M-V/def2-TZVPD" charge=0 lumo_energy_ev=0.2 smiles=CO.CO.CO.CO.CO.CO.CO.CO.CO.CO.CO.CO
C -2.848 -3.852 1.376 -0.12
O -2.015 -2.931 0.666 -0.15
H -3.571 -3.271 1.941 0.08
H -3.345 -4.518 0.665 0.09
H -2.272 -4.497 2.048 0.08
H -1.567 -3.416 -0.035 0.09
C 0.014 0.070 -4.968 -0.14
O -1.379 0.363 -4.885 -0.12
H 0.591 0.965 -5.207 0.09
H 0.385 -0.317 -4.017 0.06
H 0.256 -0.642 -5.758 0.09
H -1.847 -0.394 -5.244 0.09
C 3.347 0.394 0.694 -0.13
O 2.763 -0.883 0.888 -0.15
H 3.675 0.532 -0.347 0.06
H 2.593 1.149 0.929 0.08
H 4.268 0.552 1.255 0.09
H 1.840 -0.820 0.555 0.04
C 0.012 1.489 3.032 -0.14
O -0.238 1.329 4.424 -0.13
H 0.441 0.587 2.582 0.06
H -0.908 1.720 2.494 0.05
H 0.749 2.282 2.928 0.08
H -0.588 0.446 4.606 0.03
C -0.032 -2.278 3.717 -0.13
O -0.967 -1.454 4.371 -0.12
H 0.567 -1.680 3.036 0.07
H 0.569 -2.846 4.427 0.09
H -0.530 -2.992 3.051 0.06
H -1.622 -1.959 4.855 0.09
C -0.589 0.037 -0.405 -0.09
O 0.052 -0.929 0.444 -0.15
H -0.481 -0.227 -1.459 0.07
H -1.633 0.184 -0.129 0.08
H -0.073 0.983 -0.241 0.07
H -0.616 -1.608 0.617 0.03
C 2.540 2.878 -2.095 -0.13
O 1.338 2.803 -1.333 -0.16
H 3.413 2.812 -1.456 0.08
H 2.566 2.055 -2.818 0.07
H 2.540 3.790 -2.697 0.08
H 0.652 2.580 -1.996 0.04
C -3.302 -0.183 2.350 -0.15
O -3.618 0.966 1.587 -0.12
H -2.632 0.067 3.173 0.06
H -4.182 -0.711 2.728 0.08
H -2.751 -0.878 1.717 0.05
H -3.902 1.662 2.186 0.08
C -1.716 3.655 0.596 -0.17
O -0.380 4.132 0.517 -0.14
H -2.301 3.988 -0.270 0.07
H -1.728 2.567 0.660 0.04
H -2.175 4.097 1.479 0.08
H 0.098 3.757 -0.254 0.04
C -1.349 3.640 -3.410 -0.12
O -0.899 2.386 -2.947 -0.14
H -1.702 4.223 -2.560 0.07
H -0.567 4.238 -3.890 0.08
H -2.167 3.534 -4.125 0.09
H -0.998 1.717 -3.648 0.04
C 2.115 -4.007 1.224 -0.19
O 3.056 -3.395 2.068 -0.13
H 1.169 -3.462 1.188 0.05
H 2.471 -4.161 0.193 0.07
H 1.932 -5.027 1.580 0.08
H 3.090 -2.440 1.844 0.05
C 2.452 -1.134 -2.401 -0.19
O 1.696 -2.311 -2.341 -0.11
H 2.709 -0.851 -3.433 0.08
H 1.911 -0.283 -1.981 0.06
H 3.392 -1.184 -1.841 0.08
H 2.228 -3.090 -2.502 0.08

=====

Version x
72
Properties=species:S:1:pos:R:3:lowdin_charge:R:1 method="wB97M-V/def2-TZVPD" charge=0 lumo_energy_ev=0.2 smiles=CO.CO.CO.CO.CO.CO.CO.CO.CO.CO.CO.CO
C 1.001 4.227 1.366 -0.13
O 0.577 3.036 2.018 -0.14
H 1.703 4.738 2.026 0.08
H 1.514 4.071 0.414 0.08
H 0.132 4.870 1.211 0.08
H -0.301 2.796 1.682 0.04
C 1.762 -3.738 -1.345 -0.20
O 2.469 -2.946 -0.428 -0.11
H 1.206 -3.118 -2.062 0.04
H 2.414 -4.392 -1.917 0.09
H 0.950 -4.315 -0.877 0.08
H 1.819 -2.314 -0.076 0.04
C 2.750 -0.752 3.928 -0.16
O 3.113 -0.910 2.570 -0.12
H 3.478 -0.081 4.398 0.07
H 1.740 -0.333 4.035 0.06
H 2.710 -1.679 4.500 0.08
H 3.147 -0.023 2.189 0.03
C -3.610 -1.716 0.966 -0.08
O -3.761 -0.304 1.222 -0.15
H -4.592 -2.154 0.791 0.09
H -2.925 -1.834 0.120 0.07
H -3.099 -2.155 1.818 0.07
H -4.272 0.077 0.502 0.09
C 0.907 2.669 -3.030 -0.10
O -0.405 2.478 -2.468 -0.14
H 1.534 3.436 -2.570 0.08
H 1.435 1.730 -2.857 0.06
H 0.761 2.844 -4.099 0.08
H -0.823 3.343 -2.393 0.09
C -1.980 -3.905 -3.113 -0.14
O -0.665 -4.357 -3.446 -0.13
H -2.566 -4.692 -2.647 0.08
H -1.875 -3.077 -2.393 0.05
H -2.407 -3.391 -3.971 0.08
H -0.387 -4.937 -2.731 0.06
C -1.448 -0.711 3.507 -0.16
O -2.666 -0.069 3.818 -0.13
H -0.984 -0.294 2.609 0.07
H -0.758 -0.513 4.328 0.07
H -1.498 -1.799 3.412 0.08
H -3.202 -0.010 3.015 0.03
C -2.964 -0.394 -2.666 -0.17
O -1.778 -0.038 -1.990 -0.13
H -3.343 -1.325 -2.243 0.06
H -3.741 0.383 -2.613 0.08
H -2.841 -0.518 -3.752 0.08
H -1.615 0.900 -2.174 0.05
C 4.022 2.527 2.773 -0.16
O 3.102 1.972 1.862 -0.14
H 4.694 3.235 2.276 0.08
H 3.539 3.075 3.593 0.09
H 4.638 1.788 3.298 0.07
H 2.207 2.242 2.140 0.04
C 0.593 0.034 0.058 -0.07
O 0.136 -1.364 0.069 -0.16
H 1.369 0.053 -0.710 0.08
H -0.256 0.662 -0.195 0.05
H 0.964 0.090 1.079 0.07
H -0.258 -1.531 -0.800 0.05
C -2.851 2.693 1.952 -0.14
O -1.944 2.191 0.987 -0.14
H -2.992 3.774 1.964 0.09
H -3.848 2.420 1.571 0.08
H -2.738 2.283 2.954 0.08
H -2.043 1.231 0.927 0.05
C 2.266 -1.075 -3.842 -0.17
O 3.410 -0.518 -4.453 -0.10
H 2.157 -0.567 -2.879 0.06
H 1.322 -0.834 -4.345 0.08
H 2.284 -2.142 -3.628 0.06
H 3.612 -1.043 -5.234 0.08

=====

Version y
72
Properties=species:S:1:pos:R:3:lowdin_charge:R:1 method="wB97M-V/def2-TZVPD" charge=0 lumo_energy_ev=0.3 smiles=CO.CO.CO.CO.CO.CO.CO.CO.CO.CO.CO.CO
C 0.287 1.151 3.946 -0.13
O -0.939 0.511 3.709 -0.12
H 0.719 1.458 2.994 0.07
H 0.205 2.047 4.566 0.08
H 0.979 0.476 4.454 0.08
H -1.354 0.310 4.553 0.11
C 0.934 -2.946 -4.110 -0.12
O 0.058 -2.064 -4.825 -0.11
H 0.944 -2.712 -3.046 0.06
H 0.702 -4.005 -4.229 0.08
H 1.976 -2.798 -4.407 0.08
H 0.115 -2.341 -5.744 0.09
C 3.233 -0.810 1.925 -0.13
O 3.348 -0.765 3.341 -0.13
H 2.690 0.060 1.553 0.07
H 4.227 -0.811 1.470 0.08
H 2.728 -1.738 1.665 0.08
H 3.768 0.036 3.660 0.09
C 0.207 4.109 1.561 -0.18
O -0.034 5.451 1.183 -0.11
H 0.862 3.601 0.850 0.08
H 0.622 4.063 2.570 0.07
H -0.769 3.622 1.585 0.06
H 0.759 5.939 1.419 0.07
C -0.229 -0.190 0.350 -0.13
O 0.928 -0.492 -0.424 -0.14
H -1.191 -0.015 -0.135 0.07
H -0.408 -0.986 1.077 0.07
H 0.081 0.712 0.879 0.07
H 0.839 -1.379 -0.791 0.03
C -1.050 0.869 -3.365 -0.16
O -1.618 0.148 -4.434 -0.12
H -1.387 0.595 -2.365 0.05
H 0.043 0.815 -3.359 0.08
H -1.217 1.944 -3.456 0.07
H -1.054 -0.619 -4.597 0.02
C 3.642 -0.470 -2.174 -0.17
O 4.364 0.624 -2.732 -0.10
H 3.840 -1.456 -2.604 0.06
H 3.697 -0.622 -1.094 0.06
H 2.598 -0.272 -2.413 0.07
H 5.287 0.407 -2.565 0.07
C -2.237 3.231 -1.090 -0.15
O -2.778 1.966 -0.798 -0.16
H -2.609 3.959 -0.365 0.08
H -1.145 3.260 -1.050 0.08
H -2.511 3.609 -2.075 0.08
H -2.774 1.798 0.155 0.04
C 2.240 -4.034 -0.774 -0.12
O 1.011 -3.374 -0.389 -0.14
H 2.911 -3.352 -1.294 0.07
H 2.751 -4.470 0.084 0.08
H 2.010 -4.826 -1.490 0.08
H 0.368 -4.062 -0.197 0.09
C 0.496 -2.907 3.501 -0.16
O 1.571 -2.754 4.415 -0.12
H -0.466 -2.749 3.993 0.07
H 0.660 -2.160 2.723 0.05
H 0.418 -3.889 3.027 0.07
H 2.157 -2.108 4.005 0.01
C -3.270 2.503 2.864 -0.14
O -2.706 1.599 1.925 -0.14
H -2.472 2.912 3.492 0.07
H -3.740 3.341 2.352 0.09
H -3.956 2.074 3.598 0.08
H -2.094 1.077 2.468 0.04
C -4.681 -0.539 -2.871 -0.17
O -4.407 -0.145 -1.541 -0.14
H -4.760 0.299 -3.563 0.08
H -3.973 -1.292 -3.222 0.07
H -5.660 -1.021 -2.834 0.07
H -3.787 0.595 -1.488 0.02

=====

Version z
72
Properties=species:S:1:pos:R:3:lowdin_charge:R:1 method="wB97M-V/def2-TZVPD" charge=0 lumo_energy_ev=0.2
C -2.698 0.367 2.362 -0.06
O -2.116 0.099 1.084 -0.30
H -2.569 1.386 2.727 0.11
H -3.757 0.113 2.397 0.10
H -2.197 -0.344 3.019 0.06
H -2.261 0.847 0.500 -0.08
C -0.810 -1.450 2.440 -0.19
O -0.127 -2.541 3.041 -0.06
H -1.882 -1.505 2.631 0.05
H -0.371 -0.530 2.825 0.06
H -0.748 -1.548 1.356 0.10
H -0.498 -2.642 3.921 0.12
C 0.888 0.729 2.940 -0.13
O -0.134 1.024 1.988 -0.14
H 1.007 1.557 3.639 0.10
H 0.887 -0.205 3.501 0.06
H 1.758 0.729 2.282 0.07
H 0.052 0.433 1.255 0.02
C -0.399 -0.059 -0.436 -0.17
O 0.947 -0.325 -0.461 -0.23
H -0.895 -0.788 -1.076 0.13
H -0.602 -0.366 0.590 0.07
H -0.603 0.920 -0.871 0.07
H 1.176 -0.288 -1.392 -0.10
C 2.713 -1.905 -0.897 -0.16
O 4.029 -1.726 -1.375 -0.12
H 2.583 -1.466 0.092 -0.03
H 1.963 -1.487 -1.568 0.06
H 2.530 -2.978 -0.837 0.11
H 4.593 -1.109 -0.903 0.00
C -2.080 2.445 0.007 -0.10
O -3.176 1.572 -0.021 -0.07
H -1.843 2.950 -0.929 0.09
H -2.276 3.192 0.776 0.12
H -1.234 1.865 0.376 0.07
H -2.987 1.038 -0.796 -0.13
C 2.459 -1.279 1.615 -0.13
O 1.720 -1.300 2.851 -0.21
H 1.753 -1.106 0.803 0.06
H 3.167 -0.456 1.709 0.09
H 2.953 -2.236 1.445 0.12
H 1.304 -2.164 2.893 0.03
C 1.721 0.529 -3.446 -0.07
O 0.869 -0.306 -2.610 -0.10
H 2.467 -0.160 -3.843 0.12
H 1.113 1.113 -4.138 0.09
H 2.331 1.237 -2.885 0.10
H 0.769 -1.228 -2.855 0.15
C 3.444 0.704 0.018 -0.08
O 4.336 -0.395 0.324 -0.19
H 3.361 1.468 0.792 0.10
H 3.995 1.188 -0.788 0.09
H 2.471 0.483 -0.420 0.07
H 5.028 -0.009 0.867 0.13
C -0.038 2.199 -2.590 -0.18
O -0.636 3.191 -3.416 -0.09
H -0.235 2.501 -1.561 0.09
H -0.692 1.368 -2.850 0.06
H 1.014 1.983 -2.780 0.04
H -0.467 2.915 -4.320 0.08
C -2.903 1.042 -2.606 -0.01
O -2.326 0.325 -1.480 -0.15
H -3.689 1.776 -2.429 0.12
H -2.196 1.672 -3.147 0.06
H -3.354 0.344 -3.312 0.11
H -2.729 -0.542 -1.391 0.11
C -2.734 -2.401 1.096 -0.13
O -2.536 -1.607 -0.062 -0.14
H -3.402 -1.978 1.846 0.09
H -3.277 -3.264 0.709 0.10
H -1.844 -2.810 1.573 0.07
H -2.084 -0.802 0.202 -0.09

=====

Relative energies, unit kcal/mol: version w 0.0; version x 14.2; version y 16.1; version z 523.9